{"formula": "H9O4S", "method": "ωB97M-V/def2-TZVPD", "elements": ["S", "H", "H", "H", "O", "H", "H", "O", "H", "H", "O", "H", "H", "O"], "xyz": [[1.41352, -1.13025, -0.33435], [1.76735, -0.91130, -1.55512], [-0.64450, -1.57115, -1.74339], [-2.00687, -0.99617, -1.41361], [-1.59876, -1.56012, -2.07422], [-0.59257, 0.56879, -0.61995], [-1.66591, 1.47760, -0.20713], [-1.36404, 0.89207, -0.96416], [-0.53060, 0.58621, 2.12790], [-0.37922, -0.71985, 1.39718], [-0.81037, -0.40000, 2.29556], [2.05744, 0.57677, 1.31853], [2.03337, 1.67292, 0.41600], [2.32116, 1.51446, 1.35676]], "orbital_gap_ev": 7.83, "e_above_lowest_kj_mol": 114.0, "e_tot_ev": -19172.92916, "charge": -1, "homo_ev": -4.3}